# C40H76FN9O4

A 7-piece molecular cluster, C40H76FN9O4 overall (wB97M-V/def2-TZVPD, OMol25).

Geometry as XYZ:
```
130
Properties=species:S:1:pos:R:3:forces:R:3:mulliken_charge:R:1
H 9.8094 -1.2682 2.7762 -2.3 0.5 -0.6 0.3082
H 8.8727 -2.5774 -1.9925 0.0 0.3 0.1 0.3110
H 3.5773 -1.4074 -6.2797 -0.1 0.1 0.0 0.3271
H -7.5538 8.0830 6.7781 0.2 0.1 -0.2 0.2826
H 3.4047 1.2734 -0.1473 -1.1 -2.2 -0.9 0.4637
H 8.2668 -0.7636 -5.8567 0.0 0.0 0.1 0.3356
N -2.5071 -0.8598 0.0680 -0.7 -1.2 -1.8 -0.1198
N -6.0661 -2.5386 -2.6153 1.9 4.5 -8.7 -0.5694
C -7.9551 6.8999 3.5212 0.0 -0.1 -0.1 -1.1416
C -1.5336 -0.5946 -1.0939 -0.2 0.2 0.4 -0.3873
H -8.5706 7.7217 3.1373 0.1 -0.1 0.0 0.3219
C -7.4976 8.1580 5.6870 1.1 -0.1 -0.3 -0.3365
H -6.9359 7.0265 3.1425 -0.1 0.1 0.1 0.3446
H -2.3587 5.3016 2.7210 -0.1 -0.2 -0.1 0.5664
C -0.9834 0.9545 -0.9110 -1.2 0.2 -1.2 0.6061
H -2.6600 -2.9270 -0.8570 -0.3 1.2 2.0 0.1667
H -4.7606 -4.6731 -3.3822 0.1 -0.1 0.2 0.1052
C -5.5395 -1.3108 -5.0544 0.1 -0.5 1.0 -0.3677
H -1.5119 1.5813 -1.7783 1.5 -1.2 1.8 0.1739
H 5.3449 -2.9016 0.0809 0.6 1.4 1.7 0.1631
N 0.8997 2.9049 0.9414 -1.5 -3.1 -1.1 -0.1547
H 5.3391 -2.2022 1.9281 0.9 0.0 -2.2 0.3249
H -3.4467 -0.9662 -4.6257 -0.2 0.0 -0.2 0.0537
H 0.8798 -0.5651 0.3385 0.4 2.0 -0.7 -0.5630
O 7.0979 -1.7407 0.6294 -1.2 -1.6 2.1 -0.1834
H -6.4227 -0.7459 -5.3718 0.0 -0.1 0.2 0.3453
H -1.8498 -5.3290 -2.2100 0.0 0.1 -0.2 0.2323
C 1.3114 1.5011 1.3263 -0.8 -1.1 1.0 -0.4821
O 0.4688 1.0813 -1.1145 -0.6 -1.5 1.9 -0.5240
H 1.4885 -0.4967 -3.1938 0.2 0.2 0.0 -0.4300
H 0.3650 -2.3126 1.9536 -0.2 -1.3 1.9 -0.0408
H -0.4935 0.2060 1.8585 1.6 1.1 1.6 -0.2802
H 5.0349 0.1345 1.1698 -0.6 -1.4 -1.8 0.1479
C 2.8199 0.2962 -0.5005 -1.0 0.5 -0.6 0.2297
C -2.0705 4.3294 3.1353 -0.6 -0.9 -0.3 -0.1612
C 8.7478 -0.9662 2.3581 0.0 0.0 -0.6 -0.8808
O 3.3921 -0.9382 0.1172 1.4 2.5 -0.1 -0.3625
H 1.5832 0.5048 -4.6535 0.2 0.0 0.1 0.3136
H 8.9478 -0.2033 1.4794 -0.5 -1.6 1.7 0.2380
N -2.2393 -3.7219 -5.0743 0.3 -7.3 6.8 -0.5730
C 5.6669 -2.0399 0.8118 -1.4 1.3 -1.3 -0.4433
C -2.8562 3.2336 2.4336 -4.2 -6.0 -4.2 0.3278
C 1.8147 -1.6248 -5.0132 0.1 -0.3 -0.3 -0.5136
H -0.0628 3.1253 1.2788 1.4 0.1 0.2 0.2370
N -4.8621 8.6372 4.9397 -9.5 -1.8 2.7 -0.4778
C 4.8541 -0.6653 0.3150 0.8 -0.2 0.2 -0.2833
C 7.9243 -2.2737 1.7236 2.1 0.9 1.0 -0.2790
C 1.2384 0.4978 0.0008 2.1 0.2 0.1 1.2672
H -3.9659 4.4856 6.0624 0.0 0.0 -0.2 0.3889
C -4.5471 0.7260 -3.8928 0.0 0.1 0.0 -1.1587
C -2.1990 -0.8956 3.9945 0.6 1.0 -1.1 -0.3660
H 2.0343 0.6088 3.9682 -1.5 -1.4 -1.2 0.1298
H -4.1120 0.0678 -5.8899 -0.1 -0.2 0.1 0.3700
C -4.3299 -0.3842 -4.9160 0.3 0.3 0.2 -0.1708
H 7.2631 -0.2215 -4.4982 0.2 0.0 0.0 0.1726
H 2.1081 -0.6558 -6.9368 0.1 -0.1 0.1 0.2954
O -0.9783 0.4105 5.8113 1.0 -5.0 -6.5 -0.6148
H -8.1207 9.0020 5.3721 0.2 0.0 0.0 0.2912
H -8.3409 5.9630 3.1072 0.0 0.2 0.0 0.3203
H 2.2137 -2.5014 -4.4882 -0.1 0.2 0.0 0.3044
H 9.6354 -2.1599 -4.3300 -0.1 0.0 0.1 0.3328
H -3.4237 -0.4384 -0.2503 1.4 -0.5 0.7 0.2607
C 1.2819 -0.1236 3.4131 0.7 1.6 -0.3 -0.7351
C 9.6117 -0.5662 -2.0992 5.5 5.9 2.5 0.2325
H -5.4161 1.3393 -4.1576 0.1 -0.1 0.1 0.4067
H -3.6698 1.3790 -3.8487 -0.1 0.0 0.0 0.2968
C 3.4842 -0.1446 -3.8979 8.2 1.5 1.4 0.2205
H -0.6507 -1.3725 -1.0411 -1.7 1.6 -0.1 0.3173
C 2.0033 -0.3741 -4.1525 1.1 -0.2 0.1 0.6179
N -3.5079 2.3246 1.8514 5.2 7.1 4.6 -0.5763
H 2.4014 1.4678 1.7857 -2.2 0.4 -1.2 0.4107
H 8.9757 0.2404 -4.5934 -0.1 -0.1 0.1 0.3874
H -3.4481 -7.2514 -2.3509 0.2 0.1 -0.1 0.3253
H -7.3743 6.0180 5.3912 -0.1 0.2 0.1 0.2483
H -1.7516 5.0543 5.1377 0.0 -0.1 -0.2 0.4245
H -3.7747 -6.8770 -4.0430 0.2 0.0 0.1 0.2992
H -5.5680 -6.0096 -2.5647 0.1 0.1 0.0 0.3706
H -2.1183 -0.7520 -2.1211 1.5 0.4 1.9 0.0250
H -1.9934 -2.8366 0.9230 -1.6 1.0 -1.5 -0.0046
H 1.9697 -0.7812 2.6956 -1.7 1.1 1.6 0.2065
H -0.9433 -3.2923 3.0045 2.5 0.7 -0.6 0.1642
C -2.3482 4.2823 4.6391 -0.2 -0.1 0.4 -0.4341
C 0.7022 -2.4097 4.3156 0.9 -0.8 -0.2 -0.5554
H -4.4516 3.7107 4.5557 0.1 0.1 0.0 0.3621
H 0.7614 -4.0588 2.7206 -1.1 2.4 0.1 0.3640
C -3.8197 4.4986 4.9777 -0.1 0.1 0.0 -1.1978
H -1.3794 -6.4828 -3.4710 0.0 0.3 -0.1 0.3255
N 0.5788 -0.9185 4.4839 -1.9 -0.5 -1.0 0.2396
C -3.5080 -6.4325 -3.0763 -0.5 -0.1 0.0 -0.5325
C 8.6369 -1.8348 -4.0129 0.1 0.1 -0.4 -0.6446
H 8.7816 -3.0166 1.3521 -2.2 1.5 0.4 0.2500
C 8.2636 -0.5699 -4.7794 -0.1 0.1 -0.1 -1.0160
H -1.3731 1.4349 0.0963 0.9 -1.2 -1.8 -0.5519
H 8.1061 -0.4081 3.1629 1.3 -1.1 -1.4 0.2525
H 2.8551 0.1843 -1.6845 0.0 0.4 2.8 -1.0923
H -2.8289 -1.7233 4.5365 1.5 1.5 -1.0 0.3203
H -5.3394 -2.0797 -5.8081 -0.1 0.0 0.3 0.3153
H 7.9373 -2.6335 -4.2831 0.1 0.0 0.2 0.3314
C -5.8273 -1.9819 -3.7212 -1.8 -3.9 7.3 0.2715
C -7.9885 6.8586 5.0457 0.0 -0.3 -0.3 -0.3983
H -2.0291 3.3151 5.0463 0.1 0.1 -0.1 0.1357
H -9.0155 6.6633 5.3735 0.2 0.1 0.1 0.3134
H 0.7433 -1.7987 -5.1621 0.1 0.1 0.2 0.3170
H 1.8635 -2.6678 4.4133 -2.5 0.7 -0.1 0.2564
H -1.9035 -1.1725 2.8810 -0.9 0.2 2.4 -0.1243
C 0.2093 -3.0123 2.8774 -0.9 -1.4 0.8 -0.3452
H 2.3069 -2.4183 -6.9657 0.0 0.2 0.1 0.3705
C -2.1948 -4.6428 -4.2141 0.0 6.3 -5.7 0.2738
H 7.3318 -2.8197 2.5731 0.8 1.1 -1.8 0.2750
N 4.7126 0.0459 -3.6866 -9.7 -1.6 -1.7 -0.6208
C 2.4922 -1.5153 -6.3754 0.0 -0.1 -0.1 -1.2037
C -4.6167 -5.4750 -2.6512 0.0 0.0 0.0 -0.8145
F 1.7939 3.8424 1.3362 0.8 1.0 1.1 -0.2583
H -4.1720 5.4644 4.5974 0.0 -0.1 0.1 0.2507
H -2.8658 0.0898 3.8973 1.5 -2.2 0.4 0.1783
C -6.0570 8.4199 5.2785 8.1 1.7 -2.1 0.2378
C 8.6119 -1.6403 -2.4956 0.8 0.7 0.0 0.2966
H -4.3913 -5.0201 -1.6798 -0.1 0.0 -0.2 0.2066
C -2.1411 -5.7529 -3.1771 -0.2 0.6 -0.9 -0.2215
H 7.6119 -1.3428 -2.1622 0.2 0.1 0.1 -0.1357
H -3.8611 -2.5940 0.5776 2.2 0.7 -0.7 0.3645
H -1.0018 4.1831 2.9459 -0.2 0.0 -0.1 0.0646
C -0.8248 -0.4494 4.7660 -1.0 3.7 5.5 0.2470
H 0.1640 -2.9512 5.2312 1.1 1.2 -2.1 0.3025
H -4.7029 0.3237 -2.8867 -0.1 0.0 -0.1 0.2625
N 10.4410 0.3249 -1.7702 -6.6 -7.1 -2.6 -0.5613
C 0.3156 0.8157 2.4810 0.4 0.2 -1.3 0.8904
H -0.2483 1.6711 3.0474 1.2 -1.7 -0.7 -0.1263
C -2.7786 -2.3571 0.1830 0.2 -1.1 -0.1 -0.5810
H 5.2869 -0.2359 -0.6994 -0.7 -1.1 2.1 0.3085
```
Positions in Å, forces in eV/Å.

Computed properties:
SMILES	CCOCCOC[C@H](OCCNC)[C@H](CCN(CC)C(C)=O)NF.CCCC#N.CCCC#N.CCCC#N.CCCC#N.CCCC#N.CCCC#N
HOMO	-8.848	eV